# 1
Entry from OMol25: a single C5H5NO molecule in a non-equilibrium geometry (ωB97M-V/def2-TZVPD).

* LUMO: 0.12 eV
* gap between HOMO and LUMO: 9.0 eV
* relative energy (zero: lowest compared OMol25 entry of this formula, charge and spin): 121.04 kcal per mole

Each line ends with the Löwdin charge.
Geometry (Å):
C  1.138  -1.277  -0.385  0.137
C  2.230  -0.641  -0.072  -0.264
C  0.926  1.158  0.224  -0.162
C  -0.154  0.476  -0.195  -0.034
C  -1.501  0.249  -0.444  -0.277
N  -2.112  -0.313  0.556  0.086
O  2.163  0.633  0.305  -0.020
H  0.567  -2.253  -0.539  0.097
H  3.211  -1.075  -0.161  0.119
H  0.667  2.199  0.509  0.138
H  -1.938  0.680  -1.403  0.131
H  -3.141  -0.356  0.431  0.050


# 2
Entry from OMol25: a single C5H5NO molecule in a non-equilibrium geometry (ωB97M-V/def2-TZVPD).

* LUMO: 0.45 eV
* structure (SMILES): N#C[C@@H]1C[C@@H]1C=O
* gap between HOMO and LUMO: 10.9 eV
* relative energy (zero: lowest compared OMol25 entry of this formula, charge and spin): 34.56 kcal per mole

Each line ends with the Löwdin charge.
Geometry (Å):
N  0.823  -1.631  -2.172  0.158
C  0.550  -0.662  -1.601  -0.195
C  0.189  0.538  -0.878  -0.227
C  0.836  0.835  0.457  -0.049
C  -0.587  0.397  0.412  -0.204
C  -0.920  -0.982  0.931  -0.224
O  -0.648  -1.335  2.051  0.079
H  -0.059  1.385  -1.511  0.142
H  1.550  0.112  0.841  0.125
H  1.065  1.874  0.674  0.113
H  -1.375  1.132  0.577  0.151
H  -1.424  -1.664  0.219  0.132


# 3
Entry from OMol25: a single C5H5NO2 molecule in a non-equilibrium geometry (ωB97M-V/def2-TZVPD).

* LUMO: 0.85 eV
* structure (SMILES): O=C1[C@H]2N[C@@H]1[C@H]1O[C@H]12
* gap between HOMO and LUMO: 10.4 eV
* relative energy (zero: lowest compared OMol25 entry of this formula, charge and spin): 145.77 kcal per mole

Each line ends with the Löwdin charge.
Geometry (Å):
O  -2.190  -1.387  -0.081  0.085
C  -1.117  -0.811  -0.129  -0.255
C  -0.355  0.228  -1.059  -0.139
N  -0.639  1.194  0.144  0.082
C  -0.295  0.001  0.982  -0.263
C  1.019  -0.367  0.716  -0.276
O  1.496  -1.483  -0.182  0.013
C  1.108  -0.136  -0.762  -0.186
H  -0.748  0.444  -2.164  0.180
H  -1.680  1.525  0.119  0.167
H  -0.447  -0.223  2.116  0.184
H  1.887  0.214  1.309  0.192
H  1.960  0.800  -1.009  0.217


# 4
Entry from OMol25: a single C5H5NO2 molecule in a non-equilibrium geometry (ωB97M-V/def2-TZVPD).

* LUMO: 0.10 eV
* structure (SMILES): CC1=C2C(=O)N2CO1
* gap between HOMO and LUMO: 8.6 eV
* relative energy (zero: lowest compared OMol25 entry of this formula, charge and spin): 111.57 kcal per mole

Each line ends with the Löwdin charge.
Geometry (Å):
C  -0.086  1.281  -0.772  -0.026
C  -0.443  -0.043  -0.304  -0.266
C  -1.635  -0.730  -0.247  0.055
C  -1.724  -2.099  -0.597  -0.507
O  -2.009  -2.983  -1.307  0.169
N  -1.311  -1.926  0.648  0.088
C  0.080  -1.715  1.180  -0.107
O  0.456  -0.458  0.676  -0.005
H  -0.804  2.056  -0.264  0.139
H  -0.372  1.583  -1.806  0.097
H  0.990  1.450  -0.715  0.090
H  -0.137  -1.828  2.317  0.160
H  0.639  -2.536  0.815  0.112


# 5
Entry from OMol25: a single C5H5NO2 molecule in a non-equilibrium geometry (ωB97M-V/def2-TZVPD).

* LUMO: 0.74 eV
* structure (SMILES): O=C1[C@H]2O[C@@H]1[C@H]1N[C@H]12
* gap between HOMO and LUMO: 10.3 eV
* relative energy (zero: lowest compared OMol25 entry of this formula, charge and spin): 156.33 kcal per mole

Each line ends with the Löwdin charge.
Geometry (Å):
O  -1.713  -0.984  1.103  0.155
C  -0.837  -0.613  0.417  -0.319
C  0.704  -0.823  0.523  -0.142
O  0.558  -1.093  -0.916  -0.103
C  -0.514  -0.168  -1.108  -0.142
C  0.417  1.005  -0.853  -0.187
N  0.281  2.046  0.375  0.092
C  1.055  0.621  0.539  -0.165
H  1.393  -1.747  0.940  0.218
H  -1.493  -0.347  -1.806  0.211
H  1.084  1.274  -1.780  0.166
H  -0.717  1.872  0.584  0.064
H  2.059  1.104  0.838  0.151


# 6
Entry from OMol25: a single C5H5NO2 molecule in a non-equilibrium geometry (ωB97M-V/def2-TZVPD).

* LUMO: 0.39 eV
* structure (SMILES): CC(=O)c1ncco1
* gap between HOMO and LUMO: 10.1 eV
* relative energy (zero: lowest compared OMol25 entry of this formula, charge and spin): 76.03 kcal per mole

Each line ends with the Löwdin charge.
Geometry (Å):
C  -2.203  0.675  0.108  0.029
C  -1.306  -0.538  -0.110  -0.269
O  -1.746  -1.664  -0.269  0.099
C  0.233  -0.289  -0.153  -0.310
N  0.769  0.870  -0.270  0.164
C  2.200  0.498  -0.145  -0.002
C  2.260  -0.914  0.036  -0.054
O  1.010  -1.364  0.109  0.095
H  -3.258  0.550  0.034  0.102
H  -1.803  1.317  -0.368  -0.035
H  -2.146  1.188  0.971  0.066
H  2.989  1.144  -0.177  0.061
H  2.999  -1.475  0.235  0.052